No. 1
Density functional theory data (the ωB97M-V functional and the def2-TZVPD basis) for one molecule with the formula C6H13NO at a distorted geometry.

Structure (XYZ):
```
21
Properties=species:S:1:pos:R:3:mulliken_charge:R:1
C 0.7131 -0.9086 -2.0518 -0.727
O 0.6924 0.2492 -2.8947 -0.554
C 1.1181 -0.4353 -0.6573 0.412
C 0.1126 0.7761 -0.1879 -1.147
C -1.0856 0.4407 0.6307 -0.275
C -1.0658 0.2526 1.9499 -0.069
C -2.2868 -0.0838 2.7801 -1.056
N 2.5044 0.0416 -0.7067 -0.685
H -0.3598 -1.2517 -2.0230 0.287
H 1.5155 -1.6817 -2.4436 0.376
H 0.8016 -0.0314 -3.8209 0.321
H 1.1006 -1.1881 0.1615 0.326
H -0.2181 1.0920 -1.1739 0.340
H 0.6707 1.5834 0.2349 0.484
H -2.0657 0.5455 0.1887 0.344
H -0.0905 0.2217 2.4777 0.286
H -1.8240 -0.2788 3.7650 0.288
H -3.0869 0.6689 2.7572 0.318
H -2.6393 -1.0641 2.4073 0.271
H 2.8036 0.4679 0.1500 0.243
H 2.6899 0.5839 -1.5430 0.217
```

For the energy, the calculation gives -9968.7777 eV. The energy above the lowest of the compared OMol25 structures with the same formula, charge and spin comes out at 55.3 kcal per mole. Its total charge is 0. Its spin multiplicity is 1. The SMILES is C/C=C/C[C@H](N)CO. The calculation puts the HOMO-LUMO gap at 9.32 eV. The value obtained for the largest force on an atom is 2.58 eV Å⁻¹. Its lowest unoccupied orbital energy is 0.84 eV.

---

No. 2
Density functional theory data (the ωB97M-V functional and the def2-TZVPD basis) for a 8-piece molecular cluster, C24H49O24PS overall at a distorted geometry.

Structure (XYZ):
```
99
Properties=species:S:1:pos:R:3:mulliken_charge:R:1
C 0.9152 -2.4821 3.8985 -1.005
P 0.0837 -1.1314 2.8686 0.394
O -0.1079 0.2045 3.9520 -0.490
C -1.6687 -1.6084 2.3232 0.443
O -1.8497 -1.8844 1.1100 -0.458
O -2.8400 -1.6444 3.1600 -0.283
C -2.7418 -2.8810 3.9140 -0.285
S -4.1834 -3.0720 5.1114 -0.223
H 1.3504 -1.9605 4.8320 0.281
H 1.7898 -2.9309 3.3105 0.340
H 0.2443 -3.3469 4.2112 0.358
H -0.7524 -0.1291 4.6292 0.321
H -1.8116 -2.7970 4.5764 0.117
H -2.7077 -3.7684 3.1914 0.362
H -3.5783 -3.7680 6.1647 0.146
C -4.3651 -0.7000 0.3364 -0.457
O -5.3793 -1.3754 -0.4124 -0.396
C -5.8957 -0.6545 -1.4182 0.857
O -5.5787 0.4714 -1.7203 -0.568
O -6.8270 -1.4025 -2.0317 -0.367
C -7.4649 -0.7545 -3.1320 -0.621
H -4.0237 -1.3739 1.1175 0.198
H -3.5145 -0.4533 -0.3027 0.251
H -4.7687 0.1995 0.8082 0.262
H -6.7382 -0.5083 -3.9092 0.291
H -7.9919 0.1419 -2.7980 0.260
H -8.1951 -1.4472 -3.5505 0.277
C -8.1241 5.7408 2.3002 -0.624
O -8.0270 5.2161 0.9779 -0.333
C -7.2661 4.1121 0.8779 0.701
O -6.6903 3.5646 1.7860 -0.551
O -7.2597 3.7265 -0.4068 -0.311
C -6.4825 2.5530 -0.6645 -0.617
H -8.7591 6.6264 2.2612 0.221
H -8.5864 5.0131 2.9707 0.287
H -7.1403 6.0368 2.6708 0.288
H -6.8801 1.7002 -0.1120 0.274
H -5.4342 2.7227 -0.4121 0.333
H -6.5494 2.3362 -1.7274 0.328
C -2.9621 -2.4284 -2.7531 -0.400
O -1.8517 -2.5767 -3.6368 -0.358
C -0.8028 -1.7936 -3.3375 0.770
O -0.7397 -1.0139 -2.4202 -0.546
O 0.1644 -2.0308 -4.2396 -0.338
C 1.3484 -1.2610 -4.0420 -0.617
H -3.7489 -3.1052 -3.0877 0.302
H -2.6823 -2.7022 -1.7333 0.238
H -3.3479 -1.4066 -2.7872 0.163
H 1.7985 -1.4879 -3.0731 0.292
H 1.1330 -0.1938 -4.1272 0.286
H 2.0572 -1.5337 -4.8244 0.214
C 2.4913 1.9656 2.6550 -0.506
O 3.7894 2.1536 2.0931 -0.337
C 4.5475 1.0460 2.0799 0.771
O 4.2214 -0.0417 2.4907 -0.555
O 5.7317 1.3591 1.5305 -0.340
C 6.6471 0.2671 1.4511 -0.535
H 1.9677 2.9210 2.6152 0.289
H 1.9224 1.2358 2.0749 0.182
H 2.5647 1.6561 3.6998 0.287
H 6.2428 -0.5298 0.8232 0.300
H 6.8853 -0.1093 2.4483 0.234
H 7.5663 0.6329 0.9928 0.192
C -10.9843 0.0323 -8.1076 -0.611
O -10.8983 1.3629 -7.6008 -0.333
C -10.0656 1.5014 -6.5566 0.776
O -9.4184 0.6212 -6.0446 -0.522
O -10.0790 2.7904 -6.1821 -0.310
C -9.2317 3.0863 -5.0725 -0.606
H -11.6822 0.0398 -8.9452 0.219
H -10.0114 -0.3053 -8.4711 0.287
H -11.3682 -0.6471 -7.3436 0.286
H -8.1890 2.8701 -5.3152 0.282
H -9.5461 2.5285 -4.1878 0.270
H -9.3226 4.1515 -4.8590 0.262
C 11.6799 0.5471 5.2436 -0.583
O 11.0767 -0.6553 5.7195 -0.331
C 10.1691 -1.1838 4.8843 0.795
O 9.8450 -0.7334 3.8117 -0.550
O 9.6844 -2.3001 5.4489 -0.320
C 8.7003 -2.9729 4.6642 -0.587
H 12.3931 0.8823 5.9969 0.238
H 12.2209 0.3645 4.3124 0.250
H 10.9284 1.3277 5.1072 0.285
H 9.1225 -3.2952 3.7100 0.280
H 7.8303 -2.3322 4.5050 0.253
H 8.3815 -3.8569 5.2169 0.230
C 10.1783 -0.3941 -3.5363 -0.634
O 9.8915 -0.7139 -2.1762 -0.315
C 10.8035 -0.2604 -1.2999 0.735
O 11.7969 0.3667 -1.5725 -0.537
O 10.4148 -0.6275 -0.0683 -0.263
C 11.2972 -0.2098 0.9737 -0.415
H 9.3788 -0.8083 -4.1513 0.219
H 10.2007 0.6881 -3.6813 0.294
H 11.1230 -0.8451 -3.8474 0.293
H 11.3642 0.8799 1.0078 0.318
H 12.2866 -0.6539 0.8414 0.379
H 10.8857 -0.5596 1.9216 -0.027
```

For the energy, the calculation gives -94944.7803 eV. Its total charge is 0. Its spin multiplicity is 1. The SMILES is CP(O)C(=O)OCS.COC(=O)OC.COC(=O)OC.COC(=O)OC.COC(=O)OC.COC(=O)OC.COC(=O)OC.COC(=O)OC. The calculation puts the HOMO-LUMO gap at 9.14 eV. The value obtained for the largest force on an atom is 5.05 eV Å⁻¹. Its lowest unoccupied orbital energy is -0.27 eV.

---

No. 3
Density functional theory data (the ωB97M-V functional and the def2-TZVPD basis) for one molecule with the formula C5H8N2 at a distorted geometry.

Structure (XYZ):
```
15
Properties=species:S:1:pos:R:3:mulliken_charge:R:1
C 1.0288 -0.1731 2.4462 -0.680
N 0.0270 -0.2133 1.4054 -0.231
C 0.2959 0.3325 0.3030 -0.358
C -0.6983 0.3505 -0.8548 0.717
C -0.0096 -0.0328 -2.1876 -1.330
C -1.8928 -0.4478 -0.5501 0.021
N -2.9041 -0.9322 -0.2869 -0.447
H 1.2506 -1.1975 2.7498 0.245
H 0.6044 0.3389 3.3136 0.246
H 1.9667 0.3291 2.1601 0.307
H 1.2711 0.8057 0.0953 0.266
H -0.0565 -1.1004 -2.3267 0.360
H 1.0374 0.2598 -2.3386 0.355
H -0.5530 0.4382 -2.9887 0.355
H -1.2573 1.2749 -1.0071 0.176
```

For the energy, the calculation gives -8293.6755 eV. The energy above the lowest of the compared OMol25 structures with the same formula, charge and spin comes out at 30.5 kcal per mole. Its total charge is 0. Its spin multiplicity is 1. The SMILES is C/N=C/[C@@H](C)C#N. The calculation puts the HOMO-LUMO gap at 11.05 eV. The value obtained for the largest force on an atom is 1.33 eV Å⁻¹. Its lowest unoccupied orbital energy is 0.83 eV.